1.
A cluster of 4 separate species, C44H94B2ClN2O15 in total in a non-equilibrium geometry. Source: the OMol25 dataset; level of theory: ωB97M-V with the def2-TZVPD basis set.

Structure (XYZ):
```
158
Properties=species:S:1:pos:R:3:forces:R:3
C -4.751 0.940 -0.233 -0.36 0.33 0.85
H 1.442 1.198 -0.365 0.66 -0.79 -1.94
O 5.003 5.590 -0.286 -2.50 0.96 -3.53
B 2.311 1.482 -3.819 0.66 -0.99 -2.73
C -5.265 -5.486 -2.496 -0.28 0.38 0.19
H 1.271 2.572 3.239 -0.75 -0.22 -2.27
C 3.395 3.126 -1.751 0.49 -1.74 1.09
H 2.957 7.825 -1.095 -0.30 -0.47 1.03
H -4.336 3.000 -0.639 -0.07 -0.11 -0.12
H 2.076 7.032 0.180 0.84 0.45 -0.84
H -0.399 -0.475 3.186 0.20 0.16 -0.17
H -1.210 0.823 4.110 0.01 0.05 0.02
H -9.330 2.732 -0.195 -0.06 0.11 -0.20
C 2.732 4.652 -1.557 2.65 -1.06 -1.62
O -6.694 -5.365 -2.530 0.40 0.03 -0.31
N 1.248 4.475 -1.378 -1.80 -1.64 -1.59
H -1.538 0.433 7.991 0.18 -0.07 -0.09
H -5.565 2.796 0.597 -0.09 -0.26 0.07
O 1.332 1.602 -4.940 3.35 -0.19 1.34
C 0.174 -0.362 5.268 -0.25 0.41 0.06
H -0.242 6.095 -3.998 2.73 -0.88 1.50
H 5.524 6.191 -0.914 -0.60 -0.94 1.67
C 0.281 5.607 -1.689 -3.38 4.77 -1.07
O -0.754 -2.680 7.062 0.33 0.14 -0.01
H 2.816 0.181 -1.151 -1.87 1.64 -0.73
H -4.927 -6.324 -3.107 0.06 0.20 -0.21
C 5.874 -4.147 2.044 -0.46 -1.17 -0.49
H 7.550 -0.663 -3.956 -1.47 0.29 1.98
H -3.506 -4.232 -2.512 0.07 0.03 0.25
H 3.960 -0.563 5.143 1.39 0.10 -1.84
C 1.569 3.592 1.145 -0.03 -0.29 1.07
H 0.788 -1.265 0.109 -1.59 0.72 -1.42
H 8.522 -2.209 0.834 -2.58 0.61 -0.09
H -6.824 -4.481 -4.423 0.14 -0.22 -0.09
H -8.012 2.157 -2.096 0.11 0.12 0.08
H 7.863 1.389 -2.085 -1.93 -0.25 -1.65
H -1.501 -1.818 8.758 0.04 0.16 0.18
H -2.135 -0.486 6.620 0.11 -0.25 -0.02
C -0.789 -1.572 7.963 -0.47 -0.12 -0.59
B 3.580 5.793 -0.739 1.33 1.34 2.55
H -8.000 -6.572 -5.410 -0.21 -0.02 0.12
H -3.927 -1.397 3.911 0.22 0.06 -0.02
H 0.052 2.879 -0.385 1.44 2.25 0.29
C 0.039 -1.042 -0.762 -0.85 -1.06 -1.19
C 0.102 -3.715 7.517 -0.41 0.07 -0.14
C 0.989 2.363 2.122 0.09 -0.35 -0.87
H 4.824 3.089 -3.667 -0.17 -0.40 2.05
C 5.777 -2.547 4.301 1.36 0.17 1.09
H 1.127 -3.350 7.604 0.16 0.01 0.15
H 5.603 -1.234 -0.511 2.04 -0.01 0.59
H 0.200 -1.401 8.400 0.02 0.06 0.01
C 1.845 0.822 -1.399 -0.10 0.00 0.70
H 0.246 6.444 -0.839 0.57 -2.23 -1.50
H 5.610 3.906 -2.171 -1.97 -1.74 -0.57
C -4.546 -4.182 -2.854 -0.06 -0.55 -0.59
H -3.438 0.301 4.047 -0.03 0.07 -0.14
C -4.330 -2.644 -4.635 0.04 -0.51 -0.07
C 6.910 1.180 -2.763 -0.12 -0.72 0.63
H -0.230 4.618 0.269 2.17 -1.59 -0.97
H 5.872 -5.338 1.980 -0.04 2.55 0.07
H 6.524 -4.763 4.163 -0.16 2.31 -1.26
C 6.753 -1.124 -0.329 1.22 0.55 -0.13
O 4.836 -1.756 3.491 0.48 0.26 1.59
H 6.960 -0.024 0.012 -0.51 -1.92 -0.61
O -5.998 -6.884 -5.127 -0.03 -0.17 0.30
H 7.652 -4.372 0.598 -1.97 1.58 0.34
C 4.868 3.031 -2.502 0.52 -0.04 0.64
H 1.221 -1.080 -2.703 -0.93 2.21 1.30
C -0.859 -0.214 4.146 -0.17 -0.74 0.49
C 0.749 -0.214 -2.031 -1.02 -0.47 1.15
H -6.391 -1.736 0.777 0.05 0.18 -0.05
O -1.953 -1.107 4.356 0.17 0.35 0.03
C 1.514 7.414 -3.440 -0.36 -1.02 0.23
H 6.640 -1.795 4.639 -1.78 -1.55 -0.50
H 1.824 1.365 -5.803 -1.16 0.30 2.07
H 4.729 -3.841 1.925 2.58 -0.38 0.50
C -1.387 -0.365 -0.283 -2.28 4.79 0.45
C 7.509 -1.334 -1.774 -0.59 -1.28 -0.05
C 5.583 1.646 -1.922 0.55 0.69 0.62
C -8.114 3.734 2.099 0.13 -0.39 -0.08
H -8.325 -4.984 -3.662 0.11 -0.12 0.09
C -7.288 -6.616 -4.577 0.47 0.50 -0.25
H 2.876 5.040 -2.680 -0.64 -0.46 2.26
H 0.085 -4.523 6.781 -0.10 0.16 0.07
O -7.837 2.671 1.202 0.17 0.32 -0.10
H -5.049 -3.341 -2.367 -0.05 0.00 0.05
H -5.873 -8.830 -4.433 -0.11 -0.12 -0.03
C 4.527 -0.457 4.115 -0.34 0.37 -0.44
C 6.738 -3.627 0.751 0.48 -0.10 0.22
H -3.370 -2.277 -4.256 0.01 0.16 0.04
H -1.991 -1.985 0.794 -0.68 1.02 -0.99
H -7.594 4.643 1.782 -0.11 0.13 -0.01
H 2.711 3.461 0.957 -2.25 0.24 0.12
C -5.793 -8.267 -5.367 0.12 0.37 -0.01
C 2.160 2.154 -2.328 -0.78 1.01 0.09
O -5.723 0.173 0.480 -0.13 -0.09 -0.31
H -0.254 -2.107 -1.215 0.46 2.24 1.17
C 0.630 3.896 -0.141 -1.66 -1.79 3.92
H 1.228 3.755 -3.487 -0.63 -0.28 2.47
H -3.815 0.893 0.334 -0.12 0.13 -0.28
H 7.074 -1.567 1.893 0.36 -1.34 -1.91
O -2.457 -1.238 0.307 4.41 1.38 -0.90
C -3.128 -0.684 3.686 0.07 -0.21 0.20
H -4.591 0.524 -1.233 0.03 0.01 -0.09
H -0.132 2.995 -2.548 2.00 0.75 1.15
C -8.260 2.963 -0.131 0.22 -0.68 0.25
O -6.169 2.601 -1.396 0.01 -0.13 0.37
H 7.343 -2.480 -2.063 0.40 2.37 0.53
H -9.191 3.912 2.159 -0.05 0.17 0.04
H 4.820 0.762 -1.782 1.47 1.82 -0.63
C 0.496 6.384 -3.104 0.51 -0.06 -0.49
H 2.496 7.031 -3.983 -2.86 1.27 -0.75
H -4.637 -1.591 0.510 -0.21 -0.08 -0.16
H 7.640 -3.485 3.329 -2.15 -0.54 0.38
H -5.786 -1.406 -0.855 0.07 -0.11 -0.19
H -7.742 3.454 3.088 -0.09 -0.07 -0.20
H -0.837 5.187 -1.726 2.77 0.46 0.17
C 6.867 -0.459 -3.003 1.16 0.48 -0.84
C -1.252 -0.307 7.234 0.35 -0.04 0.31
H 3.772 0.097 3.389 1.67 -1.22 1.38
H 5.295 -2.998 5.292 0.63 1.18 -2.13
H 5.519 0.185 4.194 -2.06 -1.25 0.10
H -7.463 1.052 -0.846 0.00 0.13 0.25
H 1.098 0.127 4.940 -0.09 0.09 0.04
H 8.690 -1.218 -1.688 -2.60 0.11 -0.13
H -5.020 -5.732 -1.457 -0.12 0.13 -0.07
H 3.093 -0.306 -4.179 0.97 1.39 -0.27
H 6.100 -3.679 -0.229 1.05 -0.03 1.89
H -6.514 -8.639 -6.100 -0.04 -0.17 0.01
H -5.147 -2.029 -4.255 -0.02 0.19 0.12
C 6.517 -3.774 3.506 0.03 -0.18 -0.64
O -1.703 0.936 -0.409 2.55 -8.14 0.48
Cl 1.445 5.131 2.241 0.33 -0.93 -0.98
H 5.782 -0.791 -3.299 2.02 0.59 0.80
H -2.965 -0.660 2.606 -0.14 0.18 -0.05
H -8.103 4.023 -0.360 0.02 0.00 -0.04
H 3.651 2.523 -0.752 -0.67 2.03 -1.60
O 3.499 0.611 -4.133 -3.46 0.32 1.13
H -4.781 -8.400 -5.761 -0.19 0.13 0.02
H -7.585 -7.414 -3.887 -0.02 0.03 0.03
C 0.976 3.338 -2.396 0.67 -1.41 -4.34
O -4.521 -4.000 -4.271 -0.16 0.29 0.15
C -7.487 2.104 -1.136 -0.06 0.44 0.01
H 5.967 1.916 -0.824 -1.04 -0.49 -2.27
H -0.246 -4.104 8.479 0.15 -0.04 0.04
H -4.327 -2.578 -5.726 0.02 -0.12 0.16
H 1.405 8.570 -3.295 0.95 -2.38 1.45
H 1.496 1.318 1.845 -1.08 2.32 0.38
H 0.422 -1.407 5.463 -0.26 -0.04 -0.09
C -7.284 -5.277 -3.833 -0.15 -0.42 0.15
C -5.619 -1.214 0.206 -0.03 0.22 0.44
H -0.166 0.315 -2.581 2.25 -1.04 0.96
N 2.991 7.153 -0.301 0.14 -2.04 -1.23
H 7.003 1.770 -3.785 -0.23 -1.31 2.14
O -0.208 0.315 6.471 -0.12 -0.37 -0.32
C 7.334 -2.105 0.879 0.04 0.13 -0.46
H -0.182 2.259 1.941 2.53 0.27 0.64
C -5.206 2.398 -0.352 -0.02 -0.35 -0.45
```
Positions in Å, forces in eV/Å.

Output
Highest occupied orbital energy = -10.46 eV
2S+1 = 1
Total charge = +1
Orbital gap = 6.0 eV

2.
A cluster of 7 separate species, C44H95FN4O24PS7 in total in a non-equilibrium geometry. Source: the OMol25 dataset; level of theory: ωB97M-V with the def2-TZVPD basis set.

Structure (XYZ):
```
176
Properties=species:S:1:pos:R:3:forces:R:3
H 0.369 2.265 -0.207 -0.32 0.39 1.56
H 3.183 -3.697 5.722 1.23 1.43 -0.63
F 5.261 4.513 4.111 -1.80 0.40 -2.12
H 3.014 1.266 6.020 0.83 0.59 -1.20
C -1.413 4.570 -0.004 -1.29 0.43 0.42
S 5.367 0.736 5.472 -0.93 -1.06 -1.00
H -2.920 -0.930 6.411 1.76 -0.02 -0.29
H -1.072 1.436 -3.631 0.58 -1.27 0.67
C -1.852 0.043 0.388 -1.91 -1.37 -0.71
H 0.563 -6.817 7.685 -0.05 0.04 -0.09
H 3.325 3.008 1.728 -1.60 0.01 1.14
S 3.161 -2.572 -3.944 0.65 -0.07 -0.56
H -2.987 0.259 0.521 1.66 -0.33 0.05
H 2.450 5.601 2.477 0.74 -1.15 0.87
H -1.064 -0.641 2.295 0.16 1.81 -0.77
N 5.318 -1.783 3.851 -2.89 1.84 5.61
C 4.942 -1.011 4.988 0.23 -0.13 -1.23
H 0.680 4.589 1.764 0.57 -1.52 -0.66
C -1.790 -0.927 6.220 1.14 1.06 -0.73
H -2.468 6.593 0.349 1.47 -1.04 0.73
O -2.657 5.688 -3.625 0.28 -0.36 -0.39
N 0.557 1.603 3.117 -0.25 0.75 1.20
C -0.879 0.392 -3.213 -0.16 -0.37 -0.06
C -2.737 5.860 -7.475 0.30 -0.23 0.15
H 1.537 -1.320 2.859 -0.04 0.40 -1.20
O -3.412 -2.308 -6.488 0.44 -0.04 0.68
O 3.675 -2.336 -2.619 -0.60 0.06 -0.43
H -1.518 -1.412 5.208 -0.77 0.57 1.66
C -1.718 5.898 0.888 -0.52 0.02 -0.10
C 0.518 -5.566 10.870 0.18 0.06 -0.05
O 1.549 -8.173 5.489 0.59 -0.58 0.19
H -1.855 1.047 2.366 1.13 -1.16 -0.91
O 4.008 -1.684 -4.997 -0.32 -0.93 0.37
O -4.051 5.044 -5.585 0.28 -0.65 1.02
O -1.822 -2.443 -4.542 -0.62 -0.10 -0.29
C -3.626 -4.881 -4.563 -0.81 -0.13 0.58
H -1.815 -1.098 0.178 0.17 1.70 0.52
H -3.445 7.026 -5.790 -0.04 -0.17 0.14
H 4.070 1.565 -4.056 0.02 -0.08 -0.10
H -1.342 -3.739 -7.778 -0.05 0.05 0.11
C 3.119 1.236 3.703 0.73 0.01 1.59
H -3.044 4.989 -8.056 -0.02 0.22 0.01
H -0.311 -6.271 10.803 -0.02 0.17 -0.04
H 1.307 -5.847 10.173 -0.05 0.05 0.05
C 1.310 -1.762 10.321 -0.13 0.95 -0.05
C 1.900 2.220 3.397 2.69 1.70 1.06
O -0.354 -3.937 9.014 -0.14 0.38 0.42
H 0.093 -0.377 4.088 0.49 1.40 -0.65
H 0.954 -3.399 1.879 -0.54 1.37 -1.07
C 0.188 2.567 0.886 -0.30 -0.37 -1.31
H 4.107 -9.003 5.417 -0.09 -0.04 0.06
C 3.708 -0.290 -5.106 -0.16 1.03 0.15
C 2.847 4.715 3.071 1.17 -0.81 0.55
O -1.437 0.701 -0.810 0.22 -0.63 0.45
C 0.193 0.732 4.267 -0.86 -1.57 3.36
H -0.606 -1.100 11.088 0.10 0.03 -0.01
C 2.692 0.664 0.440 0.51 -0.72 -0.56
H -4.703 6.469 -6.887 -0.07 -0.28 0.29
O -5.191 4.183 -12.236 0.22 -0.53 0.85
O -2.706 -4.520 -5.595 0.60 0.69 -0.32
H -5.903 3.065 -9.794 0.07 0.00 -0.08
C -1.244 3.273 0.952 -0.10 0.83 0.71
H -1.010 -0.354 -4.089 -0.03 1.20 1.64
H -0.780 6.491 1.151 -1.22 -0.75 -0.39
H -1.354 3.683 2.035 0.04 -0.70 -1.50
H 2.155 -2.308 -0.536 -1.45 -1.16 0.06
O -1.017 1.284 7.165 -0.73 -2.33 -4.29
S -4.083 3.719 -11.154 -0.56 -0.31 -0.44
H -0.477 -8.304 5.947 0.17 -0.07 0.01
O -1.106 1.161 4.825 1.15 -0.52 0.28
N 1.787 6.251 -0.285 -0.48 -1.90 0.09
O 1.669 3.879 -1.704 -0.49 1.37 1.28
C 1.258 -2.993 -0.291 0.59 0.62 0.51
H 3.103 -10.410 4.930 -0.02 0.07 0.08
H -5.326 -4.925 -5.897 0.03 -0.04 0.12
H 0.494 -2.905 -1.132 1.05 -0.28 1.13
H 3.846 2.747 5.230 0.29 -1.88 0.18
H 3.705 0.203 -2.995 0.01 0.04 -0.09
C -5.053 -4.508 -4.924 -0.12 0.28 -0.10
H -2.912 0.609 -2.334 1.06 -1.13 0.69
H 2.498 4.786 4.154 0.39 -0.10 -1.45
S -2.337 -2.957 -5.785 0.11 -0.67 -0.54
H -0.627 -5.913 6.748 0.06 -0.03 -0.08
O 2.621 -8.333 7.729 -0.49 -0.43 -0.27
H -4.453 2.048 -9.552 0.07 0.12 -0.10
O -3.797 4.823 -10.274 0.15 -0.34 -0.58
H -2.908 4.781 -13.681 -0.09 0.05 -0.04
H 4.815 -4.185 -4.430 -0.10 0.06 0.01
H 2.941 0.038 -0.505 -0.55 0.96 1.53
O -1.905 3.855 -5.180 -0.16 0.54 0.56
N 4.635 -2.962 4.060 -2.77 0.03 4.30
H -0.180 -3.694 -6.409 -0.09 0.06 0.03
C 3.869 -2.902 5.282 2.79 1.50 -3.34
O 1.142 -10.189 6.893 0.26 0.69 0.18
H -0.024 -7.147 4.702 0.30 -0.25 -0.05
H 2.355 -1.452 10.403 -0.03 -0.39 0.03
C 3.476 -9.820 5.766 -0.03 0.09 -0.16
H 0.213 0.254 -2.855 -1.81 0.42 -0.40
H 0.712 -0.987 12.247 0.05 0.04 -0.12
H 2.826 0.139 3.774 0.42 1.40 -0.57
H -5.174 -3.425 -4.992 0.01 -0.10 0.02
H 0.893 -5.533 11.893 -0.05 0.07 -0.09
P 2.194 4.503 -0.197 1.78 0.33 -1.00
H -4.591 6.167 -12.430 -0.01 -0.17 0.11
H 1.729 2.813 4.381 0.00 -1.09 -1.57
H 4.020 1.410 3.001 -1.82 -0.54 0.88
C -0.992 -3.173 -6.915 0.04 -0.19 0.03
S 2.104 -9.146 6.658 0.23 0.05 -0.45
H -4.767 3.941 -3.137 0.06 0.00 -0.08
H -2.035 -1.051 -1.974 -0.12 1.49 0.42
H -3.320 2.920 -2.890 0.09 0.12 -0.09
C 2.396 3.317 2.344 -0.32 0.92 -1.01
H -5.465 1.810 -11.002 0.07 0.10 0.02
C -3.765 6.181 -6.406 0.48 0.82 -0.78
H 2.686 1.741 0.079 0.05 -1.32 0.61
H -5.752 -4.875 -4.170 0.11 -0.08 -0.03
H -4.334 2.678 -4.338 0.06 0.09 0.02
C -1.939 0.086 -2.017 0.89 0.41 -2.16
S -2.946 4.581 -4.501 -0.73 -0.16 -0.61
C -5.086 2.542 -10.290 -0.16 0.04 -0.05
S -0.100 -3.966 10.433 0.51 -0.25 0.69
C 1.279 0.122 1.014 1.36 -0.56 -1.24
H 5.288 0.303 -3.756 -0.08 0.05 -0.08
H -0.664 -2.183 -7.232 -0.12 -0.02 0.13
O 4.943 5.194 1.898 -1.12 -1.78 4.77
C 4.223 0.493 -3.911 -0.02 -0.05 0.29
H -2.240 5.630 1.886 0.90 0.24 -1.63
O 4.065 -1.623 5.913 1.28 -2.38 -3.88
H 3.376 -4.344 -5.492 0.03 0.07 0.08
C 0.294 1.154 1.709 -1.52 -0.91 -2.32
H -3.747 5.866 -14.791 -0.13 -0.02 0.06
H -1.196 -1.437 7.057 -1.14 0.71 -1.12
C -1.257 0.604 6.150 -0.23 0.56 3.24
H 4.202 0.073 -6.010 0.00 -0.40 0.02
C -1.137 0.378 1.749 -0.34 0.92 0.77
C 0.273 -7.557 5.670 -0.73 0.48 0.32
C 3.716 1.603 5.182 -0.90 -0.24 -0.64
H 1.438 4.623 -2.303 -0.01 -0.75 0.30
H 0.754 -0.198 0.026 0.37 0.90 1.83
H 3.311 -4.906 -3.797 -0.04 0.17 0.02
H 1.029 -1.676 9.267 -0.05 -0.17 0.04
H 1.311 6.561 0.572 0.01 0.06 -0.81
C -3.952 3.413 -3.630 -0.17 0.03 -0.05
O -3.039 3.001 -11.836 -0.25 0.60 0.48
C 0.331 -6.434 6.689 0.03 -0.01 0.26
H -0.577 4.715 -0.760 -0.98 -0.21 1.17
H 0.589 0.187 10.915 0.11 -0.08 -0.01
C 0.454 -0.861 11.193 -0.31 -0.02 0.07
C 0.714 -2.531 1.150 0.96 -0.52 0.93
H -4.185 4.143 -14.708 -0.04 0.12 0.02
H 1.692 -4.051 -0.187 -0.87 1.54 -0.46
H -3.560 -5.965 -4.442 0.30 0.14 -0.22
H -5.847 5.613 -13.530 -0.07 -0.26 0.30
H -2.160 2.638 0.763 1.45 0.30 0.17
O 1.759 -2.450 -4.249 0.44 0.22 0.43
H 4.037 -10.453 6.453 -0.16 0.08 0.05
C 3.727 -4.162 -4.478 0.09 0.05 -0.11
C 1.252 3.698 1.282 -1.42 0.63 1.05
O 1.247 -3.126 10.744 -0.41 -0.79 -0.19
H -1.766 5.628 -7.033 -0.07 0.09 0.00
H -3.329 -4.431 -3.611 0.11 0.07 -0.14
C -4.909 5.325 -13.050 0.39 0.70 -0.69
H -2.377 4.430 -0.631 1.68 0.01 0.93
H -0.411 -2.371 1.219 1.46 -0.09 -0.29
H 0.892 0.842 5.186 -0.44 0.13 -2.07
C 1.585 -1.276 1.728 0.02 -1.35 -0.66
C -3.880 5.013 -14.121 0.29 -0.15 0.04
H -2.602 6.708 -8.150 -0.16 -0.06 0.03
H 1.113 -5.716 6.429 -0.09 -0.03 -0.03
H -0.105 2.414 3.251 0.43 -0.78 -0.28
H 2.633 -0.140 -5.243 0.03 -0.18 0.04
C 4.461 4.816 2.972 0.40 1.78 -3.18
O -1.108 -3.599 11.393 0.26 0.00 -0.84
H 3.585 0.425 1.137 -1.57 0.76 -0.96
H 1.244 6.453 -1.136 0.02 0.22 0.79
H 2.673 -1.572 1.457 -1.72 0.61 0.62
```
Positions in Å, forces in eV/Å.

Output
Highest occupied orbital energy = -10.37 eV
2S+1 = 1
Total charge = +1
Orbital gap = 8.2 eV
ΔE to the lowest compared entry with this formula, charge and spin = 0.000 eV

Question: orbital gap of number 1 (C44H94B2ClN2O15)?
Answer: 6.0 eV